No. 1
69
Properties=species:S:1:pos:R:3 method="wB97M-V/def2-TZVPD" relative_energy_kj_mol=221.2 charge=+4 energy_ha=-4492.76083 largest_force_ev_per_a=0.5 mol_weight_g_mol=775.991 homo_ev=-17.4
Pd -1.8006 1.2994 0.8940
Se -7.6823 6.0138 0.3209
O 3.5634 -2.7977 -0.9792
N -1.4156 -0.9830 1.4369
N 2.8123 1.8764 0.6027
N 4.9757 -3.7189 -2.4682
N 2.5125 2.0674 -0.6993
N 4.4478 -4.6720 -1.8548
N -2.6770 2.7730 1.8746
N 0.5938 1.7611 0.2826
N -0.6302 -2.9312 1.9980
N -7.0374 4.7549 -0.7399
N -6.4250 5.7826 1.5425
N -1.7422 -3.1950 1.2852
N -3.2905 1.7371 -0.3770
C -5.9869 4.2455 -0.1520
C 0.1040 -4.0300 2.6169
C 3.5852 2.3564 -1.6391
C 1.6408 1.7031 1.1593
C -4.5960 1.5049 -2.3406
C 5.1173 1.2931 -3.3479
C -4.1069 2.7367 0.0244
C 4.2233 1.1282 -2.2542
C -3.7632 3.3170 1.2877
C 5.6129 -1.0406 -3.4753
C 5.8047 0.2338 -3.9426
C 4.0327 -0.1268 -1.7699
C 2.7218 -4.8302 -0.0541
C -5.1970 3.1661 -0.7229
C 1.0092 -6.1923 1.6019
C -2.9565 4.2335 3.7129
C 3.5362 -4.1368 -0.9032
C -4.4944 4.3415 1.8755
C -2.1919 -2.0110 0.9677
C -3.5271 1.1273 -1.5351
C -2.2738 3.2113 3.0631
C 1.8608 -6.9245 0.7685
C 1.1885 1.9880 -0.8786
C -0.4361 -1.6116 2.0742
C 2.7262 -6.2642 -0.0645
C -5.6439 4.8219 1.1251
C -5.4403 2.5238 -1.9413
C 1.0002 -4.7747 1.6463
C 4.7036 -1.2380 -2.3838
C 1.8504 -4.1071 0.8223
C -4.0678 4.8077 3.1235
C 4.4372 -2.5059 -1.9548
H 1.5361 1.5611 2.2230
H 1.8290 -8.0055 0.7845
H 4.3439 2.8981 -1.0711
H -3.1067 -1.8704 0.4155
H -4.7569 0.9836 -3.2738
H 0.7067 2.1466 -1.8308
H 3.2127 3.0290 -2.4115
H 0.3273 -6.7374 2.2474
H 6.4796 0.4238 -4.7660
H 6.1199 -1.8928 -3.9109
H -2.8589 0.3234 -1.8192
H 3.3839 -0.3071 -0.9230
H -4.6113 5.6050 3.6149
H -2.6030 4.5666 4.6784
H 1.8841 -3.0248 0.8116
H 3.4002 -6.7935 -0.7267
H 0.7018 -3.6191 3.4316
H 0.3683 -1.1604 2.6336
H 5.2804 2.2936 -3.7382
H -1.4013 2.7407 3.5006
H -0.6319 -4.7015 3.0543
H -6.2814 2.8266 -2.5523

=====

No. 2
72
Properties=species:S:1:pos:R:3 method="wB97M-V/def2-TZVPD" relative_energy_kj_mol=28.8 charge=-1 energy_ha=-2958.65813 largest_force_ev_per_a=0.7 mol_weight_g_mol=868.591 homo_ev="-3.7 / -5.6" multiplicity=3
W -0.2207 -0.3879 0.1764
S -0.3285 1.5021 1.8754
S -2.6233 0.4035 -0.0476
O 0.1146 1.3147 -0.8733
O -1.4054 -2.0286 0.2077
N 1.2648 -1.9553 -0.1743
N 5.8277 -0.9092 -0.4435
N -0.1578 0.2434 -2.8446
N -6.8092 4.4563 1.8907
N 1.4874 -2.9545 3.2978
N -3.8770 5.7889 4.4442
N 1.1771 -3.1182 5.5566
N 4.6967 3.4312 -0.4640
N -0.4259 -2.0087 4.3564
N 1.7792 0.3241 0.7493
N -1.9982 -0.9763 3.0757
N -0.5184 -0.7771 -1.9449
N 0.0698 -1.4355 2.1174
C -1.6041 -3.0530 -0.5496
C -3.4417 3.8540 2.7779
C 1.7102 -2.6494 0.9312
C 3.4453 -3.6916 -0.3633
C 1.5061 4.7638 -2.6425
C 4.4330 2.3239 -0.2801
C -0.9119 -1.8716 -2.5584
C 2.8398 0.6217 0.3741
C -2.1762 -4.2554 0.1487
C 4.1054 0.9620 -0.0488
C 5.0562 -0.0697 -0.2680
C 0.6795 2.5151 -2.8316
C 0.1794 1.2844 -2.1692
C 1.9826 -2.0540 -1.3222
C -3.6938 4.9321 3.7003
C 0.7421 -2.6662 4.3543
C 2.7908 -3.5600 0.8183
C 1.6759 4.8134 -4.0169
C -1.9151 2.2020 1.8797
C 3.0469 -2.8921 -1.4661
C 0.8528 2.5633 -4.2115
C 1.0045 3.6152 -2.0463
C -2.1941 3.2528 2.7574
C -4.1754 2.3513 1.0422
C 1.0916 -2.3533 2.1588
C -0.8911 -1.9172 -4.0600
C 1.3479 3.7138 -4.8015
C -0.7580 -1.4656 3.1866
C -5.7552 3.9977 1.9011
C -1.3495 -3.0382 -1.8908
C -4.4454 3.3995 1.9080
C -2.9194 1.7458 1.0169
H 4.2886 -4.3634 -0.4507
H -2.5152 -0.8301 3.9238
H -1.1871 -2.9059 -4.4019
H 0.8799 3.5530 -0.9743
H 1.9916 -3.7012 5.5831
H 1.7805 5.6102 -2.0276
H -2.3115 -0.5558 2.2133
H 2.0762 5.7059 -4.4813
H 3.5874 -2.9022 -2.4008
H -1.5670 -1.1671 -4.4703
H -1.4765 -5.0903 0.0808
H 0.6010 1.6957 -4.8063
H -3.1134 -4.5640 -0.3149
H -4.9526 2.0004 0.3766
H -1.5698 -3.9143 -2.4804
H -1.4219 3.6056 3.4280
H 0.1017 -1.6708 -4.4361
H 1.6894 -1.3998 -2.1302
H 3.0857 -4.0991 1.7065
H -2.3509 -4.0200 1.1958
H 1.4885 3.7489 -5.8744
H 0.5827 -3.0229 6.3573

=====

No. 3
67
Properties=species:S:1:pos:R:3 method="wB97M-V/def2-TZVPD" relative_energy_kj_mol=284.6 charge=+2 energy_ha=-5023.30421 largest_force_ev_per_a=3.8 mol_weight_g_mol=880.218 homo_ev="-12.7 / -12.7"
I -2.6687 -2.2708 1.9149
Sn -0.2767 -1.0552 0.1751
Se 1.4605 -4.0974 -7.2240
S 1.3980 0.2956 2.0274
O -1.2619 0.4865 -1.0975
O -3.2725 4.6547 1.5982
N 0.0982 -4.2445 -6.1394
N 2.2776 -2.9845 -6.1503
N -1.8011 0.8473 1.6970
N -0.9472 3.7521 -2.3420
N 1.3547 -1.1391 -1.7857
N -1.0587 -2.4505 -1.8109
C -2.2750 -2.9605 -1.8592
C 1.0412 -1.8908 -2.8494
C -1.2423 4.5256 -1.3191
C 2.5009 -0.6436 4.3220
C -0.7549 1.6795 -3.5681
C -2.0324 1.1224 5.3773
C -2.3827 -1.1608 4.7399
C 4.8702 -0.8460 4.6457
C 4.0415 -0.1251 2.5115
C -1.9308 1.4816 4.0479
C -2.1290 1.9956 1.2467
C 2.7270 -0.2305 2.9975
C -2.2300 -0.2028 5.7312
C -2.0048 4.8814 1.0460
C -2.0598 0.5291 3.0269
C -1.8960 -3.9183 -3.9999
C 0.3034 -3.5015 -5.0677
C -1.7334 2.5705 -0.0188
C 3.0284 -1.1231 -3.9896
C 3.5706 -0.9395 5.1386
C -2.3079 -0.7873 3.4142
C -1.7026 3.9730 -0.1373
C -0.6147 -3.3571 -3.9758
C 1.5395 -2.7871 -5.0737
C 1.8888 -1.9333 -3.9764
C -0.2290 -2.5939 -2.8538
C -2.7496 -3.6912 -2.9437
C -1.3150 1.7587 -1.1026
C 5.1022 -0.4242 3.3387
C -0.9858 2.4637 -2.3257
C 3.2956 -0.3209 -2.9006
C 2.4369 -0.3819 -1.8087
H -3.9343 5.1946 1.1513
H -2.5466 -2.1926 5.0034
H -1.9404 1.8818 6.1399
H -1.6406 1.0862 -3.7893
H -0.5641 2.3569 -4.3942
H -2.7592 2.6594 1.8478
H 6.1138 -0.3327 2.9746
H 0.0804 0.9904 -3.4411
H 4.2055 0.2080 1.4983
H 1.4862 -0.7104 4.6840
H -1.0843 5.5853 -1.4429
H -1.7143 2.5075 3.7859
H 4.1479 0.3390 -2.8851
H -2.2789 -0.4920 6.7687
H -3.7611 -4.0687 -2.9364
H -1.8871 5.9242 0.7435
H 3.4046 -1.2451 6.1599
H 5.7028 -1.1220 5.2735
H 2.6122 0.2243 -0.9264
H -2.9154 -2.7789 -1.0050
H -2.1896 -4.5008 -4.8582
H -1.2689 4.6625 1.8300
H 3.6614 -1.1348 -4.8622

=====

No. 4
80
Properties=species:S:1:pos:R:3 method="wB97M-V/def2-TZVPD" relative_energy_kj_mol=42.4 charge=-1 energy_ha=-4591.01929 largest_force_ev_per_a=0.9 mol_weight_g_mol=857.942 homo_ev=-4.4
Sc -0.6947 -0.4215 -0.3459
Cl 1.3092 -1.6999 6.6291
S 0.0650 2.2276 -1.0489
S -1.7042 2.0471 3.3319
F -4.8165 3.2099 -1.7363
F -5.4801 -1.1692 -3.1330
O 1.5095 -0.8709 -4.0282
O 0.2782 -2.5223 0.6484
O 1.0052 -1.0465 -1.4155
O 0.4871 0.2006 1.1586
O 5.9619 -4.5910 -0.2154
O 3.6090 -0.9060 -4.4942
O -1.9317 -1.0179 1.2604
O 1.8521 -3.4111 1.7857
O 6.4313 -3.9466 -2.2166
N -0.8832 4.0741 1.6396
N 1.4485 -2.8621 0.7877
N -1.6549 -2.2190 -1.6464
N 2.6525 -1.1803 -3.7867
N 1.5489 3.1382 1.1192
N -3.0296 3.6945 1.6566
N 2.6771 2.0018 -0.3598
N 5.7087 -3.9818 -1.2380
C -1.8435 3.2879 2.1918
C -2.8162 4.7535 0.7902
C 2.8538 3.0403 1.5482
C -2.7088 -4.1465 -3.3269
C -0.1611 -1.3711 4.3804
C 1.9967 -1.8076 -1.4246
C -3.3771 -0.6204 -2.0998
C 4.4433 -3.2597 -1.3031
C 3.0390 1.3579 -1.6027
C -3.3491 -2.9379 -3.1544
C 2.0529 -0.4483 4.3287
C -4.3404 1.9453 -1.8393
C -4.6437 -0.2603 -2.5555
C -1.0449 -3.3911 -1.8314
C -4.2974 3.0713 1.9473
C -0.3634 -0.9309 3.0594
C 1.4413 2.4873 -0.0484
C 2.3702 -2.6534 -0.3183
C 2.9357 -1.8695 -2.5169
C -2.8056 -1.9691 -2.3008
C -1.4888 4.9684 0.7794
C 1.8691 0.0062 3.0508
C 0.6505 -0.2209 2.3666
C 3.5650 -3.3343 -0.2443
C -5.1542 1.0126 -2.4445
C -2.5779 0.3464 -1.4450
C 1.0323 -1.1416 4.9981
C -1.5242 -4.3899 -2.6518
C -3.0941 1.6389 -1.3356
C 3.5664 2.3503 0.6326
C -1.6196 -1.2048 2.4498
C 4.1264 -2.5401 -2.4459
B 0.6137 4.1185 1.9814
H -2.5274 2.4279 -0.8601
H 3.7988 -3.9242 0.6288
H -4.2504 2.0079 1.7138
H 3.7802 0.5833 -1.4026
H 3.4564 2.0812 -2.3054
H -2.3791 -1.6585 3.1000
H 4.8049 -2.5127 -3.2848
H -5.0642 3.5498 1.3404
H -0.9072 5.6807 0.2226
H 4.6041 2.0679 0.5974
H -3.1293 -4.8886 -3.9944
H 2.1423 0.9278 -2.0390
H 3.1568 3.4813 2.4814
H -0.1218 -3.5336 -1.2912
H 0.7957 3.8183 3.1314
H -0.9580 -1.8913 4.8981
H 2.9880 -0.2662 4.8429
H 2.6347 0.5767 2.5400
H -4.2581 -2.7336 -3.6909
H -3.6178 5.2168 0.2445
H -4.5375 3.1744 3.0055
H -0.9783 -5.3166 -2.7584
H 1.0109 5.2402 1.7276
H -6.1391 1.2558 -2.8152

=====

No. 5
76
Properties=species:S:1:pos:R:3 method="wB97M-V/def2-TZVPD" relative_energy_kj_mol=35.2 charge=+1 energy_ha=-5070.52191 largest_force_ev_per_a=1.4 mol_weight_g_mol=777.518 homo_ev=-10.7
Br -8.2227 -1.4784 -0.1727
F 2.2840 -2.4156 0.1148
F -0.1485 -6.0156 2.0152
F 3.9801 -2.5385 2.0414
F 1.5380 -6.1136 3.9754
O -1.7825 0.1401 -1.7182
O 1.9141 2.1355 -0.0401
O 0.8173 0.4781 -1.0147
O -2.2587 1.8827 -0.3870
N 5.3233 -2.3337 4.7267
N -2.0344 -5.5926 -0.3783
N 0.3007 4.2516 0.5627
N -0.1177 -1.9908 -1.5632
N -0.6373 -0.1436 1.2739
N -0.2508 -0.3889 -5.7599
N -0.9090 5.2302 2.2703
N 0.0757 -0.0477 -3.6102
N 3.4065 -5.8222 6.3105
N 0.9758 3.9998 2.7586
C 1.0146 1.1270 2.5949
C -5.0402 1.1237 -0.6281
C -1.1407 -4.9071 -0.1359
C 2.0690 -3.2642 1.0875
C 0.1334 4.4918 1.8510
C 0.2146 1.0391 1.2741
C 2.9436 -3.3238 2.0821
C 1.0818 1.2080 0.0009
C -2.5753 0.8456 -0.9626
C -0.0507 -2.8666 -0.8421
C 0.7249 0.9695 -4.3191
C 3.5727 -4.2019 4.2937
C 2.3003 3.3944 2.4992
C -6.4879 -0.7674 -0.4205
C 2.7918 -4.2496 3.2000
C 0.5265 0.7660 -5.6795
C 1.7973 2.6832 -6.1871
C -4.1506 -1.0998 -0.7698
C -0.0385 -3.9970 0.0573
C 0.9038 -4.1337 1.0163
C 1.0539 1.6150 -6.6478
C -5.4179 -1.6336 -0.5699
C 4.5686 -3.1720 4.5021
C 1.4858 2.0443 -3.8602
C 0.8307 -5.1507 2.0518
C 3.4496 -5.1278 5.3943
C 2.0123 2.8919 -4.8121
C 1.6958 -5.2019 3.0585
C 2.3561 1.8623 2.6479
C -0.4879 -0.8227 -4.5064
C -6.3158 0.6054 -0.4510
C -3.9557 0.2776 -0.7969
Be -0.2795 -0.1766 -1.8995
H -0.5881 -0.8233 -6.6001
H 0.8848 3.4559 0.2616
H 2.2317 3.3749 -6.9004
H -1.6143 0.0434 1.4342
H -4.8787 2.1971 -0.6349
H 0.8931 1.4450 -7.7074
H 0.3466 1.5317 3.3587
H 3.0149 1.4726 1.8729
H -3.2955 -1.7551 -0.9057
H -5.5770 -2.7056 -0.5413
H 0.7327 4.1565 3.7196
H 1.6625 2.1844 -2.7971
H -1.5710 5.5975 1.6133
H -1.0804 -1.7021 -4.2812
H 1.2164 0.0967 2.9020
H 2.6133 3.7383 -4.4989
H -0.4552 1.8973 1.1955
H 2.6233 3.6859 1.5075
H -0.2968 -0.8805 1.8670
H -7.1688 1.2592 -0.3311
H 2.8185 1.6222 3.6095
H -0.9676 5.5560 3.2179
H -0.3690 4.6107 -0.0969
H 2.9841 3.8560 3.2073

=====

No. 6
73
Properties=species:S:1:pos:R:3 method="wB97M-V/def2-TZVPD" relative_energy_kj_mol=203.1 charge=+2 energy_ha=-4973.03485 largest_force_ev_per_a=3.9 mol_weight_g_mol=838.517 homo_ev="-12.6 / -12.5" multiplicity=3
Pr -0.5314 -0.6199 -1.1884
Se 5.7197 4.4198 -3.1781
N -0.4316 -3.0041 -3.3898
N 1.9542 -0.1997 -1.0341
N 0.4184 -3.9204 -4.0407
N -1.9035 1.6073 -0.4585
N -0.0074 -4.5652 2.2001
N 4.3330 3.6458 -4.2148
N 0.3673 -2.3359 -2.5893
N 0.4468 0.8533 -3.1674
N -0.9086 -2.6136 0.5331
N 1.7102 -3.8225 -3.6392
N 5.3564 3.2455 -1.8936
N -3.7118 3.6973 0.2889
N 0.0167 -4.8958 -5.0109
N -1.8637 1.6814 8.2494
N -0.9293 -0.0248 1.3869
C 2.6113 -0.6558 0.0967
C -3.6608 3.2140 -0.9101
C 1.6253 2.5704 -4.9027
C 2.4375 0.8758 -1.7117
C -1.3154 2.2618 5.9758
C 2.3716 2.1841 -3.7614
C 3.6959 2.8405 -3.4539
C 0.1028 -3.3010 2.5750
C 1.6482 -2.8152 -2.7840
C -1.7097 -0.0250 6.4545
C -1.9185 0.3604 7.7955
C -0.5004 -2.3227 1.8212
C -1.4025 1.2179 1.8049
C -0.5404 -4.9229 0.9845
C -1.6233 2.5914 7.2723
C 4.3260 2.5173 -2.1905
C 4.3889 0.9659 -0.2046
C 3.7625 1.4168 -1.3774
C 1.7191 1.3150 -2.9188
C -2.0090 2.0632 0.8225
C -1.4169 1.5794 3.1436
C -0.6831 -0.9638 2.3318
C -2.7262 2.2497 -1.3443
C -1.0637 0.6715 4.0931
C 3.8089 -0.0789 0.5270
C -0.9632 -3.9491 0.1640
C 0.4296 1.8997 -5.2678
C -2.7478 -1.3350 -2.3389
C -0.1793 1.0596 -4.3307
C -1.3328 0.9564 5.5209
C -2.8069 3.1087 1.1552
C -0.5959 -0.6634 3.7144
H -3.5790 -0.6831 -2.3019
H -1.1313 3.1128 5.2948
H 1.9691 3.4070 -5.5442
H 4.4388 -0.7014 1.2342
H -3.0564 -2.2791 -1.7685
H -2.4552 -1.5709 -3.3599
H 2.1513 -1.5149 0.6262
H -4.3632 3.6439 -1.6543
H -2.2862 -0.2860 8.5836
H -1.7469 -1.0617 6.1400
H -1.2936 -4.1800 -0.8473
H 2.5226 -2.4401 -2.3264
H -0.9676 -5.1493 -5.1074
H -0.0068 2.0462 -6.2711
H 0.6776 -3.1539 3.5711
H -2.5505 3.6210 2.0662
H 5.3323 1.4026 0.1524
H -0.2509 -1.3780 4.4701
H -1.6970 3.6397 7.5952
H 0.7941 -5.5149 -5.2563
H -1.8841 2.5974 3.4009
H -1.1360 0.5280 -4.5346
H -0.5730 -5.9876 0.6521
H -2.6755 1.8663 -2.4246

=====

Repeat the third record exactly.
67
Properties=species:S:1:pos:R:3 method="wB97M-V/def2-TZVPD" relative_energy_kj_mol=284.6 charge=+2 energy_ha=-5023.30421 largest_force_ev_per_a=3.8 mol_weight_g_mol=880.218 homo_ev="-12.7 / -12.7"
I -2.6687 -2.2708 1.9149
Sn -0.2767 -1.0552 0.1751
Se 1.4605 -4.0974 -7.2240
S 1.3980 0.2956 2.0274
O -1.2619 0.4865 -1.0975
O -3.2725 4.6547 1.5982
N 0.0982 -4.2445 -6.1394
N 2.2776 -2.9845 -6.1503
N -1.8011 0.8473 1.6970
N -0.9472 3.7521 -2.3420
N 1.3547 -1.1391 -1.7857
N -1.0587 -2.4505 -1.8109
C -2.2750 -2.9605 -1.8592
C 1.0412 -1.8908 -2.8494
C -1.2423 4.5256 -1.3191
C 2.5009 -0.6436 4.3220
C -0.7549 1.6795 -3.5681
C -2.0324 1.1224 5.3773
C -2.3827 -1.1608 4.7399
C 4.8702 -0.8460 4.6457
C 4.0415 -0.1251 2.5115
C -1.9308 1.4816 4.0479
C -2.1290 1.9956 1.2467
C 2.7270 -0.2305 2.9975
C -2.2300 -0.2028 5.7312
C -2.0048 4.8814 1.0460
C -2.0598 0.5291 3.0269
C -1.8960 -3.9183 -3.9999
C 0.3034 -3.5015 -5.0677
C -1.7334 2.5705 -0.0188
C 3.0284 -1.1231 -3.9896
C 3.5706 -0.9395 5.1386
C -2.3079 -0.7873 3.4142
C -1.7026 3.9730 -0.1373
C -0.6147 -3.3571 -3.9758
C 1.5395 -2.7871 -5.0737
C 1.8888 -1.9333 -3.9764
C -0.2290 -2.5939 -2.8538
C -2.7496 -3.6912 -2.9437
C -1.3150 1.7587 -1.1026
C 5.1022 -0.4242 3.3387
C -0.9858 2.4637 -2.3257
C 3.2956 -0.3209 -2.9006
C 2.4369 -0.3819 -1.8087
H -3.9343 5.1946 1.1513
H -2.5466 -2.1926 5.0034
H -1.9404 1.8818 6.1399
H -1.6406 1.0862 -3.7893
H -0.5641 2.3569 -4.3942
H -2.7592 2.6594 1.8478
H 6.1138 -0.3327 2.9746
H 0.0804 0.9904 -3.4411
H 4.2055 0.2080 1.4983
H 1.4862 -0.7104 4.6840
H -1.0843 5.5853 -1.4429
H -1.7143 2.5075 3.7859
H 4.1479 0.3390 -2.8851
H -2.2789 -0.4920 6.7687
H -3.7611 -4.0687 -2.9364
H -1.8871 5.9242 0.7435
H 3.4046 -1.2451 6.1599
H 5.7028 -1.1220 5.2735
H 2.6122 0.2243 -0.9264
H -2.9154 -2.7789 -1.0050
H -2.1896 -4.5008 -4.8582
H -1.2689 4.6625 1.8300
H 3.6614 -1.1348 -4.8622